The following is a DFT calculation (ωB97M-V/def2-TZVPD) of a single C3H9N3O molecule in a non-equilibrium geometry.

```
16
Properties=species:S:1:pos:R:3
C -1.613 1.381 0.446
C -0.328 0.801 0.995
N -0.214 -0.479 0.511
N -0.526 -0.696 -0.880
C 0.588 -0.853 -1.534
N 1.830 -0.905 -1.041
O 2.065 -1.724 0.085
H -2.327 0.953 1.063
H -1.623 1.170 -0.671
H -1.666 2.431 0.844
H 0.577 1.264 0.689
H -0.429 0.797 2.128
H -1.013 -1.002 0.954
H 0.503 -0.782 -2.639
H 2.632 -1.177 -1.701
H 1.544 -1.177 0.753
```

SMILES: CCN/N=C\NO
HOMO energy, eV: -8.433
LUMO, eV: 0.918
Energy relative to the best compared isomer or geometry (same formula, charge and spin), kcal per mole: 113.85
Charge: 0

Charges per atom according to natural (NBO) partitioning, unit e:
1. C -0.65
2. C -0.22
3. N -0.54
4. N -0.37
5. C 0.24
6. N -0.35
7. O -0.57
8. H 0.20
9. H 0.25
10. H 0.20
11. H 0.18
12. H 0.20
13. H 0.35
14. H 0.19
15. H 0.39
16. H 0.49

---

The following is a DFT calculation (ωB97M-V/def2-TZVPD) of 2 unconnected molecules or ions with the total composition C4H12S in a non-equilibrium geometry.

```
17
Properties=species:S:1:pos:R:3
C 1.472 0.383 -1.472
C 0.416 1.264 -2.090
S -0.795 1.867 -0.867
H 1.208 -0.682 -1.464
H 1.645 0.583 -0.406
H 2.449 0.372 -1.970
H 0.884 2.120 -2.555
H -0.154 0.736 -2.847
H -0.722 3.145 -1.253
C -1.207 -1.165 1.205
C -0.448 -1.300 2.513
H -2.226 -1.517 1.302
H -1.206 -0.123 0.899
H -0.675 -1.684 0.401
H 0.445 -0.669 2.547
H -0.045 -2.302 2.673
H -1.042 -1.026 3.384
```

SMILES: CCS.CC
HOMO energy, eV: -9.093
LUMO, eV: 0.854
Energy relative to the best compared isomer or geometry (same formula, charge and spin), kcal per mole: 5.66
Charge: 0

Charges per atom according to natural (NBO) partitioning, unit e:
1. C -0.63
2. C -0.52
3. S -0.06
4. H 0.21
5. H 0.22
6. H 0.22
7. H 0.22
8. H 0.21
9. H 0.13
10. C -0.61
11. C -0.61
12. H 0.21
13. H 0.21
14. H 0.20
15. H 0.20
16. H 0.20
17. H 0.20

---

The following is a DFT calculation (ωB97M-V/def2-TZVPD) of a molecular structure, C48H43BaCl2N3O2S3 in a non-equilibrium geometry.

```
102
Properties=species:S:1:pos:R:3
Ba 0.270 0.679 -0.640
Cl 3.165 -0.848 -0.054
C 4.763 -1.468 -0.738
Cl 4.430 -2.070 -2.350
H 5.057 -2.302 -0.104
H 5.488 -0.645 -0.812
O 0.552 6.896 4.079
C 0.973 7.074 2.712
C 0.698 5.733 2.029
C 0.865 5.583 0.659
C 0.834 4.259 0.089
N 0.742 3.185 0.825
C 0.429 3.296 2.143
C 0.387 4.585 2.766
C 0.128 2.129 2.959
C -0.370 2.232 4.285
C -0.457 1.058 5.061
C -0.816 1.167 6.479
O -0.150 2.383 6.961
C -0.021 -0.148 4.487
C 0.583 -0.100 3.247
N 0.563 0.945 2.471
H 0.616 7.719 4.569
H 2.080 7.308 2.668
H 0.406 7.824 2.175
H 1.032 6.454 0.024
H 0.879 4.157 -0.987
H 0.329 4.621 3.826
H -0.631 3.217 4.672
H -0.552 0.229 7.063
H -1.861 1.435 6.562
H 0.494 2.205 7.641
H -0.221 -1.055 5.027
H 1.137 -1.025 2.878
C -3.743 3.440 -2.971
C -2.825 2.589 -2.030
S -1.245 2.419 -2.474
C -3.440 2.174 -0.752
C -4.919 2.630 -0.576
S -2.663 1.226 0.422
H -3.118 3.780 -3.805
H -4.175 4.261 -2.420
H -4.544 2.779 -3.271
H -5.013 3.734 -0.413
H -5.345 2.100 0.285
H -5.463 2.346 -1.497
S 2.496 1.528 -5.425
C 1.477 1.270 -4.063
N 1.953 1.380 -2.853
C 3.355 1.806 -2.958
C 4.270 1.995 -1.927
C 5.594 2.336 -2.265
C 5.876 2.597 -3.610
C 5.037 2.252 -4.678
C 3.736 1.988 -4.366
H 0.402 1.129 -4.268
H 3.971 1.778 -0.897
H 6.281 2.593 -1.481
H 6.824 3.016 -3.934
H 5.316 2.567 -5.697
C 1.943 -7.007 -0.002
C 2.479 -5.808 -0.484
C 1.837 -4.597 -0.257
C 0.656 -4.568 0.527
C 0.064 -5.766 0.952
C 0.656 -6.986 0.587
C 0.094 -3.278 1.095
C -0.909 -3.204 1.954
C -2.088 -3.293 2.682
C -3.339 -3.423 2.030
C -4.492 -3.511 2.794
C -4.530 -3.376 4.211
C -3.292 -3.308 4.850
C -2.115 -3.175 4.147
H 2.504 -7.943 -0.031
H 3.473 -5.706 -0.991
H 2.240 -3.624 -0.564
H -0.872 -5.789 1.475
H 0.335 -7.890 1.100
H 0.569 -2.352 0.756
H -3.390 -3.439 0.950
H -5.458 -3.773 2.274
H -5.498 -3.332 4.692
H -3.213 -3.235 5.957
H -1.144 -3.058 4.592
C -0.225 -2.587 -6.319
C 0.909 -2.239 -5.544
C 0.803 -1.905 -4.222
C -0.451 -1.990 -3.567
C -0.527 -1.622 -2.237
C -1.769 -1.821 -1.615
C -2.904 -2.152 -2.383
C -2.864 -2.357 -3.731
C -1.633 -2.221 -4.360
C -1.473 -2.409 -5.756
H -0.117 -2.929 -7.357
H 1.896 -2.196 -6.038
H 1.734 -1.607 -3.660
H -1.889 -1.721 -0.562
H -3.887 -2.266 -1.907
H -3.721 -2.526 -4.354
H -2.305 -2.441 -6.431
```

HOMO energy, eV: 0.202
LUMO, eV: 3.175
Energy relative to the best compared isomer or geometry (same formula, charge and spin), kcal per mole: 33.05
Charge: -2

Here are the Mulliken charges for atoms 1 to 99, given in e:
1. Ba 0.35
2. Cl -0.05
3. C -0.59
4. Cl -0.13
5. H 0.41
6. H 0.33
7. O -0.48
8. C -0.51
9. C 0.39
10. C -1.12
11. C -0.32
12. N 0.55
13. C 0.21
14. C -0.55
15. C 0.22
16. C -0.67
17. C 0.93
18. C -0.63
19. O -0.51
20. C -0.71
21. C -0.40
22. N 0.16
23. H 0.28
24. H 0.24
25. H 0.33
26. H 0.36
27. H 0.46
28. H 0.49
29. H 0.33
30. H 0.37
31. H 0.20
32. H 0.27
33. H 0.15
34. H 0.26
35. C -1.55
36. C 0.27
37. S -0.33
38. C 0.15
39. C -1.41
40. S -0.03
41. H 0.36
42. H 0.31
43. H 0.30
44. H 0.21
45. H 0.37
46. H 0.27
47. S -0.30
48. C -0.36
49. N 0.93
50. C -0.51
51. C -0.45
52. C -0.82
53. C -0.42
54. C -0.56
55. C 0.77
56. H 0.19
57. H 0.55
58. H 0.44
59. H 0.34
60. H 0.29
61. C -0.43
62. C -0.35
63. C -0.14
64. C 0.48
65. C -0.39
66. C -0.67
67. C -0.87
68. C -0.08
69. C 1.03
70. C -0.58
71. C -0.28
72. C -0.60
73. C -0.51
74. C -0.74
75. H 0.34
76. H 0.25
77. H 0.14
78. H 0.37
79. H 0.29
80. H 0.19
81. H 0.43
82. H 0.23
83. H 0.37
84. H 0.22
85. H 0.45
86. C -0.66
87. C -0.49
88. C -0.40
89. C -0.25
90. C -0.34
91. C 0.24
92. C -0.76
93. C -1.09
94. C 1.25
95. C -0.68
96. H 0.34
97. H 0.32
98. H 0.14
99. H 0.61

---

The following is a DFT calculation (ωB97M-V/def2-TZVPD) of 6 unconnected molecules or ions with the total composition C30H55ClN10 in a non-equilibrium geometry.

```
96
Properties=species:S:1:pos:R:3
C -2.527 -6.068 -7.277
C -1.004 -6.327 -7.084
N -0.575 -5.894 -5.771
C -0.631 -6.771 -4.690
C -0.371 -6.014 -3.545
N -0.069 -4.726 -3.994
C -0.325 -4.610 -5.333
C 0.457 -3.693 -3.152
H -2.745 -6.583 -8.212
H -2.793 -5.020 -7.408
H -3.141 -6.560 -6.522
H -0.391 -5.914 -7.885
H -0.734 -7.382 -7.138
H -0.709 -7.844 -4.787
H -0.163 -6.306 -2.527
H -0.305 -3.675 -5.873
H 0.308 -3.996 -2.116
H -0.040 -2.744 -3.357
H 1.530 -3.628 -3.332
C 2.406 -1.742 5.005
C 3.347 -1.971 6.198
N 3.653 -3.414 6.452
C 4.091 -3.834 7.686
C 4.439 -5.154 7.647
N 4.161 -5.576 6.385
C 3.761 -4.459 5.578
C 4.315 -6.915 5.875
H 2.867 -2.029 4.060
H 2.186 -0.706 4.747
H 1.533 -2.393 5.040
H 2.858 -1.463 7.029
H 4.258 -1.379 6.110
H 3.954 -3.146 8.507
H 4.627 -5.907 8.398
H 3.362 -4.430 4.575
H 4.099 -6.832 4.810
H 3.568 -7.561 6.335
H 5.306 -7.350 6.010
C -4.062 -1.615 6.463
C -4.786 -0.697 5.407
N -5.693 -1.446 4.527
C -5.381 -2.115 3.364
C -6.550 -2.623 2.857
N -7.674 -2.295 3.616
C -7.102 -1.563 4.627
C -9.077 -2.536 3.502
H -4.778 -2.206 7.035
H -3.441 -1.122 7.211
H -3.341 -2.250 5.949
H -4.062 -0.344 4.672
H -5.268 0.189 5.819
H -4.391 -2.231 2.948
H -6.857 -3.181 1.984
H -7.713 -1.154 5.418
H -9.606 -1.845 2.846
H -9.593 -2.451 4.458
H -9.168 -3.575 3.185
C 3.463 9.895 -0.261
C 3.002 8.862 -1.306
N 3.005 7.517 -0.697
C 2.214 7.190 0.424
C 2.499 5.852 0.695
N 3.466 5.403 -0.133
C 3.827 6.453 -1.037
C 4.032 4.078 -0.027
H 3.450 10.945 -0.552
H 4.517 9.673 -0.095
H 2.921 9.722 0.669
H 3.639 8.898 -2.190
H 1.979 9.003 -1.655
H 1.541 7.988 0.701
H 2.084 5.175 1.426
H 4.612 6.454 -1.779
H 4.964 3.954 -0.577
H 3.336 3.314 -0.373
H 4.303 3.823 0.998
C -2.644 4.961 -5.051
C -1.390 5.039 -4.219
N -0.220 4.610 -4.852
C 0.569 5.314 -5.738
C 1.718 4.687 -6.042
N 1.650 3.493 -5.319
C 0.463 3.489 -4.563
C 2.607 2.395 -5.341
H -2.772 3.889 -5.200
H -2.557 5.497 -5.997
H -3.557 5.279 -4.549
H -1.496 4.543 -3.254
H -1.243 6.081 -3.933
H 0.193 6.241 -6.144
H 2.496 4.937 -6.749
H 0.123 2.635 -3.996
H 3.217 2.565 -6.228
H 1.994 1.501 -5.456
H 3.390 2.355 -4.583
Cl -1.414 1.366 0.653
```

HOMO energy, eV: -12.711
LUMO, eV: -7.176
Energy relative to the best compared isomer or geometry (same formula, charge and spin), kcal per mole: 60.94
Charge: +4

Charges per atom according to Mulliken partitioning, unit e:
1. C -0.95
2. C -0.66
3. N 0.16
4. C -0.36
5. C -0.29
6. N 0.15
7. C -0.08
8. C -0.84
9. H 0.36
10. H 0.33
11. H 0.33
12. H 0.38
13. H 0.34
14. H 0.39
15. H 0.39
16. H 0.38
17. H 0.28
18. H 0.36
19. H 0.35
20. C -1.34
21. C -0.22
22. N 0.15
23. C -0.38
24. C -0.35
25. N 0.10
26. C -0.05
27. C -0.81
28. H 0.35
29. H 0.39
30. H 0.38
31. H 0.31
32. H 0.32
33. H 0.39
34. H 0.44
35. H 0.33
36. H 0.27
37. H 0.36
38. H 0.35
39. C -0.97
40. C -0.62
41. N 0.21
42. C -0.36
43. C -0.33
44. N 0.14
45. C -0.24
46. C -0.77
47. H 0.32
48. H 0.35
49. H 0.30
50. H 0.35
51. H 0.40
52. H 0.42
53. H 0.45
54. H 0.37
55. H 0.31
56. H 0.32
57. H 0.36
58. C -1.02
59. C -0.52
60. N 0.19
61. C -0.37
62. C -0.53
63. N 0.14
64. C -0.11
65. C -0.91
66. H 0.36
67. H 0.31
68. H 0.37
69. H 0.33
70. H 0.32
71. H 0.47
72. H 0.50
73. H 0.41
74. H 0.34
75. H 0.36
76. H 0.36
77. C -1.10
78. C -0.59
79. N 0.26
80. C -0.44
81. C -0.36
82. N 0.15
83. C -0.28
84. C -0.84
85. H 0.32
86. H 0.35
87. H 0.36
88. H 0.45
89. H 0.33
90. H 0.48
91. H 0.47
92. H 0.47
93. H 0.34
94. H 0.36
95. H 0.28
96. Cl -0.99

---

HOMO-LUMO gap / hartree: 0.3437 0.3655 0.1093 0.2034